*P*
DFT (wB97M-V/def2-TZVPD) results for C24H48O48S12 as an isolated structure.

Values from the calculation:
LUMO energy	-0.35	eV
molar mass	1489.4	g/mol
Kohn-Sham gap	10.37	eV

The geometry in ORCA input format:
```
! wB97M-V def2-TZVPD RIJCOSX def2/J DEFGRID3
* xyz 0 1
C -19.27 -22.49 -5.91
C -20.24 -23.25 -6.91
O -20.98 -22.22 -7.62
S -20.08 -20.89 -7.45
O -20.95 -19.76 -7.48
O -18.93 -21.10 -8.28
O -19.70 -21.12 -5.92
H -18.23 -22.63 -6.25
H -19.53 -22.80 -4.88
H -20.85 -24.00 -6.41
H -19.61 -23.68 -7.68
C -18.49 -22.12 -11.09
C -18.38 -22.73 -12.45
O -17.58 -23.96 -12.22
S -16.89 -23.82 -10.87
O -15.47 -23.80 -11.02
O -17.47 -24.72 -9.91
O -17.26 -22.37 -10.52
H -19.30 -22.64 -10.57
H -18.55 -21.04 -11.18
H -17.70 -22.16 -13.08
H -19.27 -23.03 -12.94
C -17.37 -17.01 -13.57
C -16.99 -18.44 -13.75
O -17.02 -18.93 -12.44
S -18.22 -18.36 -11.72
O -17.85 -18.25 -10.32
O -19.38 -19.11 -12.08
O -18.31 -16.96 -12.42
H -17.84 -16.64 -14.46
H -16.47 -16.46 -13.33
H -15.98 -18.41 -14.11
H -17.60 -19.09 -14.37
C -9.52 -17.25 -8.27
C -8.25 -17.87 -8.73
O -8.16 -17.69 -10.15
S -9.62 -17.73 -10.66
O -9.95 -19.11 -10.72
O -9.66 -16.95 -11.86
O -10.37 -17.07 -9.49
H -9.34 -16.24 -7.95
H -9.98 -17.87 -7.53
H -8.40 -18.93 -8.58
H -7.35 -17.49 -8.25
C -11.90 -19.46 -3.91
C -12.17 -20.59 -4.88
O -10.88 -20.90 -5.60
S -9.74 -19.99 -5.03
O -8.99 -19.30 -6.02
O -9.03 -20.64 -3.98
O -10.64 -18.88 -4.39
H -11.78 -19.82 -2.92
H -12.63 -18.65 -3.97
H -12.83 -20.50 -5.71
H -12.36 -21.45 -4.23
C -16.13 -27.61 -9.61
C -14.96 -26.69 -9.34
O -14.11 -26.58 -10.64
S -14.63 -27.82 -11.46
O -13.97 -28.96 -11.04
O -14.66 -27.44 -12.85
O -16.13 -27.89 -11.06
H -17.06 -27.02 -9.58
H -16.13 -28.54 -8.99
H -14.22 -27.12 -8.67
H -15.15 -25.73 -8.93
C -8.72 -23.09 -8.06
C -8.95 -21.74 -8.65
O -7.62 -21.20 -8.85
S -6.63 -21.89 -7.86
O -6.17 -21.03 -6.87
O -5.72 -22.73 -8.64
O -7.72 -22.89 -7.07
H -8.42 -23.90 -8.74
H -9.61 -23.33 -7.56
H -9.53 -21.09 -8.05
H -9.40 -21.81 -9.61
C -12.99 -18.02 -12.34
C -13.70 -17.00 -11.46
O -14.18 -16.02 -12.40
S -13.20 -16.08 -13.69
O -12.51 -14.84 -13.78
O -14.03 -16.48 -14.79
O -12.23 -17.25 -13.38
H -13.64 -18.69 -12.87
H -12.24 -18.56 -11.74
H -13.04 -16.44 -10.77
H -14.55 -17.39 -10.93
C -14.18 -26.73 -5.63
C -15.42 -27.53 -6.04
O -16.26 -26.61 -6.80
S -15.95 -25.14 -6.10
O -17.06 -24.78 -5.29
O -15.43 -24.29 -7.12
O -14.79 -25.52 -5.09
H -13.42 -26.50 -6.37
H -13.70 -27.17 -4.73
H -15.93 -27.96 -5.18
H -15.04 -28.39 -6.64
C -12.69 -22.93 -11.96
C -12.85 -23.70 -13.25
O -14.04 -23.09 -13.89
S -13.94 -21.61 -13.57
O -15.21 -20.97 -13.35
O -13.09 -20.97 -14.49
O -13.27 -21.61 -12.18
H -11.64 -22.80 -11.68
H -13.29 -23.36 -11.17
H -13.06 -24.75 -13.07
H -12.05 -23.44 -13.97
C -17.11 -18.00 -4.22
C -18.18 -18.96 -4.07
O -17.67 -20.30 -4.43
S -16.17 -20.11 -4.75
O -16.01 -19.88 -6.14
O -15.30 -21.02 -4.09
O -15.87 -18.70 -4.05
H -17.03 -17.25 -3.44
H -17.06 -17.57 -5.20
H -19.03 -18.74 -4.74
H -18.51 -19.14 -3.04
C -14.91 -21.60 -8.73
C -15.02 -20.45 -9.67
O -13.75 -19.71 -9.56
S -12.93 -20.26 -8.39
O -12.56 -19.19 -7.53
O -11.99 -21.23 -8.84
O -14.12 -21.06 -7.70
H -14.48 -22.50 -9.22
H -15.88 -21.85 -8.46
H -15.85 -19.78 -9.44
H -15.12 -20.80 -10.70
*
```


*Q*
DFT (wB97M-V/def2-TZVPD) results for C24H48O48S12 as an isolated structure.

Values from the calculation:
LUMO energy	-0.07	eV
molar mass	1489.4	g/mol
Kohn-Sham gap	10.55	eV

The geometry in ORCA input format:
```
! wB97M-V def2-TZVPD RIJCOSX def2/J DEFGRID3
* xyz 0 1
C 16.34 3.45 -21.01
C 16.20 2.56 -22.29
O 14.79 2.42 -22.46
S 13.92 3.54 -21.72
O 13.22 2.92 -20.65
O 13.25 4.34 -22.65
O 15.18 4.32 -21.15
H 17.08 4.23 -21.02
H 16.30 2.79 -20.15
H 16.47 1.52 -22.10
H 16.83 3.03 -23.05
C 21.47 2.17 -22.47
C 21.50 3.45 -21.59
O 20.29 3.42 -20.85
S 19.93 1.90 -20.49
O 18.53 1.81 -20.34
O 20.83 1.41 -19.51
O 20.49 1.30 -21.86
H 22.40 1.67 -22.72
H 20.97 2.49 -23.40
H 21.54 4.35 -22.19
H 22.37 3.38 -20.93
C 17.81 -5.17 -16.41
C 16.95 -4.35 -15.45
O 17.80 -3.27 -15.06
S 19.17 -3.17 -15.92
O 20.22 -3.80 -15.20
O 19.42 -1.91 -16.51
O 18.59 -4.16 -17.04
H 17.24 -5.59 -17.24
H 18.36 -6.02 -16.01
H 16.70 -4.91 -14.55
H 16.09 -3.96 -15.98
C 12.09 0.94 -17.76
C 11.45 1.06 -16.39
O 10.14 0.55 -16.56
S 9.56 0.82 -18.02
O 8.78 1.99 -18.00
O 8.97 -0.35 -18.56
O 10.99 1.10 -18.68
H 12.49 -0.05 -17.93
H 12.76 1.74 -18.04
H 11.37 2.09 -16.02
H 11.96 0.51 -15.60
C 11.79 -3.71 -18.65
C 12.66 -4.59 -17.76
O 12.22 -4.35 -16.39
S 11.31 -3.05 -16.33
O 12.07 -1.85 -16.36
O 10.32 -3.18 -15.35
O 10.72 -3.22 -17.82
H 11.42 -4.25 -19.52
H 12.37 -2.84 -18.96
H 13.73 -4.36 -17.76
H 12.60 -5.66 -17.93
C 15.99 0.04 -16.76
C 17.11 -0.15 -17.78
O 16.41 -0.51 -18.97
S 15.24 -1.51 -18.54
O 15.77 -2.79 -18.26
O 14.17 -1.35 -19.44
O 14.89 -0.78 -17.15
H 15.69 1.08 -16.64
H 16.37 -0.23 -15.77
H 17.80 -0.93 -17.44
H 17.69 0.76 -17.89
C 10.93 -0.92 -21.36
C 10.29 -2.25 -21.84
O 9.91 -2.00 -23.19
S 10.57 -0.70 -23.80
O 9.70 -0.02 -24.67
O 11.87 -1.04 -24.29
O 10.75 0.06 -22.40
H 12.02 -1.02 -21.27
H 10.44 -0.57 -20.47
H 9.38 -2.40 -21.26
H 10.92 -3.13 -21.78
C 14.85 -2.07 -22.59
C 14.37 -2.89 -23.78
O 13.48 -3.84 -23.20
S 14.20 -4.37 -21.87
O 15.19 -5.30 -22.29
O 13.31 -4.78 -20.85
O 14.89 -2.99 -21.51
H 14.19 -1.24 -22.35
H 15.85 -1.67 -22.77
H 15.18 -3.42 -24.29
H 13.97 -2.33 -24.62
C 14.68 -2.19 -13.62
C 13.68 -3.24 -13.25
O 12.52 -2.49 -12.88
S 12.90 -0.99 -12.35
O 12.64 -0.87 -10.97
O 12.32 -0.09 -13.26
O 14.48 -1.18 -12.63
H 14.48 -1.78 -14.62
H 15.73 -2.48 -13.66
H 13.94 -3.94 -12.45
H 13.28 -3.89 -14.04
C 18.95 0.95 -10.82
C 17.64 0.22 -10.59
O 17.55 -0.65 -11.72
S 18.42 -0.19 -12.99
O 17.56 0.36 -13.96
O 19.21 -1.29 -13.36
O 19.22 0.95 -12.21
H 19.76 0.54 -10.21
H 18.95 2.00 -10.50
H 16.71 0.77 -10.53
H 17.74 -0.36 -9.67
C 14.79 2.58 -10.90
C 13.34 2.80 -11.37
O 13.35 2.55 -12.76
S 14.81 2.79 -13.37
O 15.08 4.17 -13.49
O 14.97 1.89 -14.44
O 15.54 2.20 -12.04
H 14.85 1.84 -10.11
H 15.19 3.53 -10.55
H 12.96 3.80 -11.19
H 12.72 2.06 -10.88
C 19.58 -2.03 -19.67
C 18.36 -1.90 -20.56
O 18.70 -2.59 -21.78
S 20.28 -2.67 -22.01
O 20.71 -1.67 -22.91
O 20.62 -4.02 -22.20
O 20.71 -2.22 -20.52
H 19.48 -2.81 -18.92
H 19.82 -1.16 -19.06
H 18.12 -0.87 -20.84
H 17.46 -2.36 -20.18
*
```


*Q* is favored, and the nearest alternative lies 1.762 eV above it.


*P*
DFT (wB97M-V/def2-TZVPD) results for an isolated ion of composition CH2ClO2S and charge -1.

Values from the calculation:
LUMO energy	4.02	eV
molar mass	113.5	g/mol
Kohn-Sham gap	8.70	eV
SMILES string	C=[S@](=O)([O-])Cl

The geometry in ORCA input format:
```
! wB97M-V def2-TZVPD RIJCOSX def2/J DEFGRID3
* xyz -1 1
C -0.08 0.19 -0.40
O 0.23 2.86 -0.37
O 1.85 1.61 -1.57
S 0.86 1.60 -0.52
Cl 2.14 1.72 1.44
H 0.71 -0.67 -0.42
H -0.28 0.35 0.67
*
```


*Q*
DFT (wB97M-V/def2-TZVPD) results for an isolated ion of composition CH2ClO2S and charge -1.

Values from the calculation:
LUMO energy	3.80	eV
molar mass	113.5	g/mol
Kohn-Sham gap	7.67	eV
SMILES string	C=[S@](=O)([O-])Cl

The geometry in ORCA input format:
```
! wB97M-V def2-TZVPD RIJCOSX def2/J DEFGRID3
* xyz -1 1
C 1.06 0.63 -0.36
O 0.23 -1.58 0.45
O -1.22 -0.87 -1.39
S -0.40 -0.51 -0.18
Cl -1.95 0.31 1.11
H 0.73 1.63 -0.22
H 1.55 0.39 0.59
*
```


*P* is favored, and the nearest alternative lies 0.652 eV above it.


*P*
DFT (wB97M-V/def2-TZVPD) results for C27H30F5N5O5SSeTeW as an isolated structure.

Values from the calculation:
LUMO energy	3.93	eV
molar mass	1022.0	g/mol
Kohn-Sham gap	5.66	eV

The geometry in ORCA input format:
```
! wB97M-V def2-TZVPD RIJCOSX def2/J DEFGRID3
* xyz -2 1
W 1.63 -0.54 0.97
C -2.89 -0.58 0.43
C -2.58 -1.82 1.26
C -1.13 -1.99 1.77
N -0.36 -0.74 1.74
C -0.83 0.28 2.44
C -1.84 0.13 3.42
C -2.66 1.06 4.03
C -2.75 2.43 3.86
C -1.88 3.19 3.09
C -0.73 2.82 2.44
C -0.11 1.55 2.28
N 1.13 1.41 1.88
C 2.13 2.43 2.27
C 3.04 2.98 1.18
C 3.67 1.86 0.36
N 2.56 1.10 -0.20
C 1.92 1.65 -1.22
C 2.41 2.78 -1.93
C 2.01 3.40 -3.09
C 0.98 3.12 -3.97
C 0.06 2.10 -3.78
C -0.09 1.21 -2.74
C 0.63 1.02 -1.53
N 0.21 0.18 -0.61
C -0.74 -0.86 -1.03
C -2.23 -0.53 -0.95
H -3.97 -0.56 0.27
H -2.66 0.34 0.98
H -3.27 -1.86 2.10
H -2.78 -2.72 0.66
H -1.10 -2.39 2.79
H -0.60 -2.72 1.17
H -2.02 -0.89 3.72
H -3.37 0.63 4.73
H -3.55 2.95 4.37
H -2.12 4.25 3.01
H -0.20 3.61 1.93
H 1.61 3.25 2.76
H 2.75 1.95 3.03
H 2.49 3.66 0.53
H 3.82 3.57 1.69
H 4.33 2.23 -0.42
H 4.27 1.21 0.99
H 3.30 3.22 -1.52
H 2.64 4.24 -3.37
H 0.88 3.73 -4.86
H -0.68 1.98 -4.57
H -0.94 0.55 -2.87
H -0.49 -1.13 -2.06
H -0.54 -1.78 -0.48
H -2.40 0.47 -1.38
H -2.73 -1.25 -1.60
O 3.67 0.44 4.16
S 3.15 -0.68 3.41
O 3.79 -1.94 3.67
O 3.36 -0.35 1.84
O 1.66 -0.72 3.35
Se -1.84 -5.05 -0.64
C -2.53 -4.03 -2.06
C -3.90 -3.74 -2.19
C -4.35 -2.95 -3.24
N -3.56 -2.40 -4.17
C -2.26 -2.68 -4.04
C -1.70 -3.47 -3.05
H -4.61 -4.14 -1.48
H -5.41 -2.73 -3.33
H -1.61 -2.24 -4.80
H -0.64 -3.63 -3.02
F 4.97 -3.39 -2.38
Te 3.46 -2.69 -1.38
F 4.72 -1.69 -0.31
F 1.56 -2.37 1.57
F 2.16 -3.16 -2.77
F 3.67 -1.21 -2.52
O 2.00 -1.39 -0.58
*
```


*Q*
DFT (wB97M-V/def2-TZVPD) results for C27H30F5N5O5SSeTeW as an isolated structure.

Values from the calculation:
LUMO energy	3.71	eV
molar mass	1022.0	g/mol
Kohn-Sham gap	6.40	eV

The geometry in ORCA input format:
```
! wB97M-V def2-TZVPD RIJCOSX def2/J DEFGRID3
* xyz -2 1
W -0.09 -0.72 -0.43
C -0.94 -1.28 3.53
C -2.32 -0.82 3.04
C -2.53 -1.02 1.54
N -1.78 -0.05 0.72
C -2.31 1.15 0.51
C -3.59 1.52 0.97
C -4.25 2.74 0.98
C -3.82 4.00 0.63
C -2.57 4.29 0.10
C -1.56 3.45 -0.31
C -1.47 2.03 -0.32
N -0.55 1.39 -1.00
C 0.27 2.16 -1.93
C 0.99 1.29 -2.95
C 2.21 0.60 -2.34
N 1.83 0.23 -1.00
C 2.60 -0.68 -0.26
C 4.01 -0.95 -0.69
C 5.18 -0.78 -0.06
C 5.47 -0.31 1.27
C 4.57 -0.03 2.23
C 3.14 -0.06 2.20
C 2.28 -0.33 1.19
N 0.91 -0.21 1.31
C 0.42 0.60 2.43
C 0.09 -0.17 3.70
H -0.55 -2.03 2.85
H -1.04 -1.80 4.48
H -2.52 0.22 3.32
H -3.09 -1.44 3.53
H -3.58 -0.98 1.27
H -2.19 -2.01 1.27
H -4.17 0.71 1.39
H -5.26 2.68 1.37
H -4.50 4.83 0.79
H -2.35 5.35 -0.05
H -0.68 3.95 -0.70
H 1.01 2.75 -1.37
H -0.39 2.86 -2.46
H 1.29 1.92 -3.80
H 0.31 0.53 -3.33
H 3.06 1.30 -2.31
H 2.50 -0.23 -2.99
H 4.05 -1.34 -1.69
H 6.05 -1.04 -0.65
H 6.53 -0.23 1.52
H 4.99 0.28 3.18
H 2.70 0.18 3.15
H -0.47 1.14 2.11
H 1.18 1.36 2.64
H -0.28 0.56 4.43
H 1.00 -0.61 4.12
O 1.22 -4.00 -1.36
S 1.56 -2.72 -1.87
O 2.68 -2.68 -2.76
O 1.79 -1.97 -0.38
O 0.53 -1.72 -2.36
Se -2.48 -1.02 -2.17
C -3.16 0.64 -2.80
C -4.43 1.08 -2.41
C -4.93 2.28 -2.89
N -4.28 3.09 -3.72
C -3.07 2.67 -4.10
C -2.49 1.48 -3.69
H -5.00 0.49 -1.71
H -5.91 2.61 -2.57
H -2.53 3.32 -4.79
H -1.52 1.20 -4.09
F 0.66 -4.29 3.52
Te 0.09 -4.65 1.64
F 0.12 -6.44 2.22
F 2.02 -5.04 1.33
F -0.88 -5.50 0.15
F -1.71 -4.53 2.49
O -0.72 -2.26 -0.06
*
```


*P* is favored, and the nearest alternative lies 1.764 eV above it.